# 1
{"formula": "C19H61N17O10", "method": "ωB97M-V/def2-TZVPD", "smiles": "COC[C@H](C)N.COC[C@H](C)N.COC[C@H](C)N.NC(N)=O.NC(N)=O.NC(N)=O.NC(N)=O.NC(N)=O.NC(N)=O.NC(N)=O", "orbital_gap_ev": 8.24, "symbols": ["C", "C", "C", "O", "C", "N", "H", "H", "H", "H", "H", "H", "H", "H", "H", "H", "H", "C", "C", "C", "O", "C", "N", "H", "H", "H", "H", "H", "H", "H", "H", "H", "H", "H", "C", "C", "C", "O", "C", "N", "H", "H", "H", "H", "H", "H", "H", "H", "H", "H", "H", "C", "O", "N", "N", "H", "H", "H", "H", "C", "O", "N", "N", "H", "H", "H", "H", "C", "O", "N", "N", "H", "H", "H", "H", "C", "O", "N", "N", "H", "H", "H", "H", "C", "O", "N", "N", "H", "H", "H", "H", "C", "O", "N", "N", "H", "H", "H", "H", "C", "O", "N", "N", "H", "H", "H", "H"], "coordinates": [[4.063, -1.538, 0.432], [3.160, -0.768, 1.453], [3.909, -0.281, 2.690], [4.433, -1.408, 3.273], [5.099, -1.331, 4.492], [2.681, 0.408, 0.735], [3.834, -1.546, -0.633], [4.198, -2.593, 0.667], [5.059, -1.107, 0.537], [2.329, -1.388, 1.789], [3.215, 0.193, 3.384], [4.683, 0.409, 2.351], [5.813, -2.145, 4.623], [4.443, -1.362, 5.362], [5.590, -0.378, 4.688], [3.497, 0.973, 0.549], [2.338, 0.101, -0.163], [1.879, 7.541, 0.489], [1.130, 6.668, -0.514], [1.801, 5.698, -1.479], [0.918, 5.052, -2.353], [1.499, 3.715, -2.797], [0.349, 5.913, 0.397], [2.612, 8.158, -0.031], [2.433, 7.008, 1.262], [1.200, 8.289, 0.899], [0.556, 7.307, -1.185], [2.300, 4.958, -0.855], [2.490, 6.302, -2.070], [1.728, 3.172, -1.880], [2.412, 3.994, -3.324], [0.657, 3.366, -3.394], [0.720, 5.939, 1.336], [0.501, 4.923, 0.272], [-4.686, -1.951, 3.073], [-4.461, -1.482, 1.627], [-4.068, -2.639, 0.642], [-2.746, -3.116, 0.903], [-2.248, -3.875, -0.192], [-5.709, -1.034, 1.028], [-5.040, -1.111, 3.669], [-3.721, -2.342, 3.397], [-5.448, -2.731, 3.078], [-3.858, -0.591, 1.451], [-4.145, -2.306, -0.393], [-4.770, -3.470, 0.718], [-1.197, -4.148, -0.099], [-2.196, -3.358, -1.151], [-2.858, -4.748, -0.423], [-5.399, -1.323, 0.112], [-5.721, -0.034, 0.883], [-0.345, -2.560, 3.209], [0.540, -2.307, 3.940], [-0.501, -3.686, 2.603], [-1.202, -1.734, 2.738], [-1.378, -3.589, 2.110], [-0.184, -4.579, 2.952], [-1.747, -2.055, 1.950], [-1.119, -0.757, 2.980], [1.908, -4.582, -2.223], [2.395, -3.952, -3.145], [2.199, -5.825, -1.896], [0.931, -4.124, -1.385], [1.769, -6.209, -1.067], [2.995, -6.243, -2.356], [0.531, -3.222, -1.602], [0.625, -4.689, -0.607], [-2.220, -1.545, -4.838], [-1.586, -0.552, -5.156], [-3.208, -1.950, -5.592], [-1.937, -2.412, -3.953], [-3.403, -1.481, -6.465], [-3.876, -2.628, -5.253], [-2.629, -3.143, -3.867], [-1.231, -2.191, -3.265], [0.569, 2.728, 2.307], [1.128, 3.334, 1.424], [-0.381, 3.275, 2.992], [0.682, 1.436, 2.556], [-0.459, 4.259, 2.782], [-0.992, 2.734, 3.589], [0.257, 1.079, 3.400], [1.346, 0.942, 1.977], [-3.507, 2.369, 1.395], [-2.665, 1.526, 1.575], [-3.449, 3.303, 0.470], [-4.400, 2.667, 2.215], [-4.067, 4.079, 0.663], [-2.686, 3.383, -0.187], [-4.481, 2.201, 3.108], [-4.814, 3.574, 2.057], [2.491, -0.819, -4.699], [2.322, 0.281, -5.035], [1.509, -1.604, -4.350], [3.655, -1.480, -4.748], [0.668, -1.046, -4.319], [1.676, -2.507, -3.930], [4.520, -1.039, -5.027], [3.812, -2.375, -4.306], [-0.516, -0.357, -0.992], [-0.116, -1.290, -1.709], [0.127, 0.703, -0.736], [-1.649, -0.442, -0.369], [1.011, 0.960, -1.152], [-0.312, 1.302, -0.051], [-1.980, -1.396, -0.370], [-1.885, 0.248, 0.329]], "lowdin_charge": [-0.039, -0.381, -0.224, -0.170, -0.111, 0.025, 0.071, 0.069, 0.075, 0.133, 0.125, 0.130, 0.089, 0.083, 0.084, 0.094, 0.055, -0.073, -0.438, -0.253, -0.202, -0.005, 0.013, 0.068, 0.082, 0.081, 0.131, 0.117, 0.123, 0.061, 0.087, 0.094, 0.040, 0.024, -0.035, -0.419, -0.164, -0.262, -0.084, 0.036, 0.075, 0.061, 0.082, 0.103, 0.117, 0.140, 0.062, 0.071, 0.103, 0.040, 0.066, -0.854, 0.073, 0.183, 0.189, 0.063, 0.128, 0.058, 0.110, -0.680, 0.030, 0.161, 0.167, 0.107, 0.122, 0.058, 0.080, -0.801, 0.042, 0.145, 0.189, 0.119, 0.099, 0.110, 0.075, -0.782, 0.020, 0.175, 0.181, 0.115, 0.110, 0.105, 0.045, -0.802, 0.013, 0.192, 0.188, 0.109, 0.132, 0.140, 0.123, -0.829, 0.074, 0.176, 0.153, 0.080, 0.046, 0.098, 0.075, -0.731, -0.023, 0.223, 0.212, 0.114, 0.105, 0.078, 0.060]}



# 2
{"formula": "C20H26LiNOPS", "method": "ωB97M-V/def2-TZVPD", "total_charge": 1, "orbital_gap_ev": 6.32, "symbols": ["C", "C", "C", "C", "C", "C", "C", "C", "O", "C", "P", "C", "C", "C", "C", "C", "N", "C", "C", "C", "C", "C", "C", "S", "H", "H", "H", "H", "H", "H", "H", "H", "H", "H", "H", "H", "H", "H", "H", "H", "H", "H", "H", "H", "H", "H", "H", "H", "H", "H", "Li"], "coordinates": [[2.372, 1.961, 0.076], [2.146, 1.850, -1.511], [0.643, 1.498, -1.953], [0.028, 0.192, -1.266], [-1.444, 0.254, -0.686], [-2.285, 1.634, -0.748], [-1.654, 2.771, 0.231], [-1.899, 2.430, 1.806], [-2.149, 4.103, -0.077], [-2.126, -1.021, -0.039], [-3.887, -1.066, 0.665], [-4.012, -0.094, 2.284], [-5.183, -0.537, -0.610], [-1.327, -2.377, 0.072], [0.121, -2.402, -0.476], [0.830, -1.157, -1.146], [2.217, -1.254, -1.655], [3.165, -1.802, -0.657], [4.503, -1.087, -0.284], [5.458, -1.720, 0.784], [5.158, -3.088, 1.493], [3.809, -3.810, 1.122], [2.864, -3.158, 0.091], [1.217, -3.926, -0.364], [2.047, 1.004, 0.611], [3.515, 2.046, 0.233], [1.919, 2.904, 0.532], [2.924, 1.147, -1.996], [2.381, 2.896, -1.946], [0.003, 2.435, -1.852], [0.687, 1.266, -3.088], [-3.378, 1.498, -0.448], [-2.283, 2.097, -1.801], [-0.501, 2.833, 0.131], [-1.618, 1.313, 1.910], [-1.160, 3.111, 2.376], [-2.968, 2.656, 2.129], [-1.657, 4.708, 0.533], [-2.960, -0.114, 2.765], [-4.372, 0.966, 2.074], [-4.695, -0.667, 3.011], [-6.049, 0.084, -0.161], [-4.670, 0.041, -1.461], [-5.597, -1.503, -1.081], [-1.821, -3.295, 0.569], [2.189, -1.957, -2.421], [4.707, -0.090, -0.809], [6.408, -1.114, 1.020], [5.878, -3.528, 2.269], [3.543, -4.807, 1.633], [-1.039, -4.127, -1.882]], "lowdin_charge": [-0.125, -0.252, -0.162, -0.023, -0.070, -0.107, -0.391, -0.055, -0.077, -0.307, 0.853, -0.320, -0.320, -0.151, -0.485, -0.148, -0.007, -0.197, 0.011, -0.042, -0.036, -0.061, -0.389, 0.821, 0.072, 0.078, 0.072, 0.090, 0.118, 0.102, 0.133, 0.092, 0.132, 0.118, 0.069, 0.094, 0.080, 0.109, 0.048, 0.032, 0.051, 0.066, 0.034, 0.039, 0.092, 0.131, 0.097, 0.100, 0.101, 0.105, 0.784]}



no.,HOMO level (eV),strongest force on any atom (eV/Å)
1,-8.26,8.00
2,-10.41,4.77